1.
DFT (ωB97M-V/def2-TZVPD) results for a cluster of 3 separate species, C4H15N3O in total at a distorted geometry.

Output
- Calculated total energy: -10900.0393 eV
- HOMO: -8.261 eV

Each line ends with the Mulliken charge.
Positions of all 23 atoms, in Å:
N -0.961 3.159 0.648  -0.566
C -0.766 0.425 -0.973  -0.757
C -1.219 -0.825 -0.293  -0.240
N -0.341 -1.985 -0.341  -0.424
C 0.916 -1.854 0.505  -0.449
C 1.833 -0.825 -0.234  -0.353
N 1.678 -1.083 -1.636  -0.396
H 0.297 0.805 -0.830  0.088
H -0.283 3.851 0.446  0.141
H -1.368 1.309 -0.674  0.300
H -0.816 0.304 -2.048  0.367
H -2.066 -1.327 -0.782  0.301
H -1.267 -0.666 0.848  0.312
H 0.093 -2.107 -1.356  0.320
H 1.351 -2.882 0.599  0.283
H 0.456 -1.489 1.414  0.332
H 2.885 -1.047 0.161  0.388
H 1.630 0.214 0.007  0.219
H 2.527 -1.607 -1.833  0.276
H -1.167 1.210 2.553  0.210
H -0.745 2.321 1.245  0.286
H -1.948 3.384 0.691  0.181
O -0.721 0.715 1.884  -0.818

2.
DFT (ωB97M-V/def2-TZVPD) results for the ion C14H12BrN2O2 with charge -1 at a distorted geometry.

Output
- Calculated total energy: -91830.6341 eV
- Charge: -1
- HOMO: -2.840 eV

Each line ends with the Mulliken charge.
Positions of all 31 atoms, in Å:
C 3.435 -2.773 1.577  -1.192
C 1.962 -2.623 1.330  -0.193
O 1.842 -1.400 0.560  -0.256
C 0.568 -1.211 0.154  0.006
O -0.250 -2.110 0.181  -0.595
C 0.335 0.254 -0.259  0.282
C -0.938 0.494 -1.072  -0.030
C -2.082 -0.283 -0.901  -0.188
C -3.243 -0.016 -1.646  -0.732
C -3.262 1.076 -2.522  0.100
Br -4.858 1.540 -3.410  -0.238
C -2.102 1.841 -2.739  -0.548
C -0.954 1.554 -1.996  -0.236
C 0.335 0.955 1.099  0.797
C -0.704 0.323 1.926  -0.043
N -1.487 -0.128 2.659  -0.653
C 0.205 2.441 1.106  -1.261
C 1.259 3.263 0.764  0.173
N 2.127 4.019 0.484  -0.800
H 3.617 -3.489 2.380  0.383
H 3.908 -3.160 0.672  0.289
H 3.898 -1.814 1.827  0.310
H 1.559 -3.442 0.725  0.300
H 1.377 -2.529 2.262  0.290
H 1.191 0.557 -0.879  0.779
H -2.078 -1.125 -0.212  0.350
H -4.118 -0.647 -1.531  0.405
H -2.095 2.648 -3.468  0.392
H -0.055 2.173 -2.126  0.310
H 1.331 0.740 1.561  0.465
H -0.724 2.873 1.494  0.332

3.
DFT (ωB97M-V/def2-TZVPD) results for a cluster of 4 separate species, C7H21NO3 in total at a distorted geometry.

Output
- Multiplicity: 2
- Calculated total energy: -15223.1319 eV
- Charge: +1
- HOMO (alpha / beta): -13.342 / -13.257 eV

Each line ends with the Mulliken charge.
Positions of all 32 atoms, in Å:
C 0.155 -0.239 3.409  -1.342
C 0.350 0.665 2.122  0.113
C -1.015 0.900 1.438  -0.258
C -0.983 1.972 0.331  -1.220
C -0.489 0.978 -3.396  -1.085
C -1.065 1.214 -2.052  -0.113
C -0.355 1.488 -0.949  -0.132
N 1.239 -0.013 1.251  -0.106
H 0.041 -1.298 3.198  0.348
H -0.664 0.197 3.959  0.382
H 1.012 -0.133 4.068  0.441
H 0.862 1.516 2.558  0.413
H -1.714 1.139 2.234  0.505
H -1.193 -0.079 0.992  0.013
H -0.412 2.860 0.640  0.375
H -2.003 2.330 0.224  0.416
H 0.505 0.485 -3.367  0.235
H -0.912 0.209 -4.054  0.366
H -0.432 1.950 -3.897  0.326
H -2.119 1.359 -1.852  0.369
H 0.720 1.457 -0.907  0.445
H 2.157 -0.293 1.596  0.377
H 0.764 -0.817 0.828  0.151
H 2.545 -1.408 -1.019  0.309
H 2.654 -0.046 -1.743  0.311
O 2.976 -0.949 -1.739  -0.597
H -1.101 -2.633 0.158  0.323
H -2.227 -2.286 1.227  0.308
O -1.311 -2.552 1.109  -0.618
H 0.373 -2.297 -2.058  0.328
H -0.049 -0.974 -1.461  0.289
O 0.104 -1.904 -1.207  -0.674

4.
DFT (ωB97M-V/def2-TZVPD) results for a structure of composition C25H28F4N6OV at a distorted geometry.

Output
- Multiplicity: 3
- Calculated total energy: -73921.9922 eV
- Charge: +1
- HOMO (alpha / beta): -10.750 / -11.066 eV

Each line ends with the Mulliken charge.
Positions of all 65 atoms, in Å:
V 0.345 -0.119 -0.250  0.831
C -1.259 1.193 -2.862  -0.931
N -0.278 0.141 -2.573  0.324
C 0.985 0.460 -3.257  -1.084
C -0.772 -1.186 -2.994  -0.994
C 0.000 -2.318 -2.263  -1.074
N 0.797 -1.703 -1.209  1.367
C 2.010 -2.335 -0.889  -0.933
C 3.203 -1.621 -0.789  0.433
F 3.194 -0.291 -1.011  -0.216
C 4.403 -2.218 -0.452  0.149
F 5.494 -1.452 -0.367  -0.300
C 4.486 -3.572 -0.210  -0.500
C 3.318 -4.300 -0.289  0.189
F 3.324 -5.607 -0.022  -0.298
C 2.118 -3.695 -0.609  0.484
F 0.992 -4.433 -0.575  -0.339
H -1.495 1.253 -3.930  0.385
H -0.854 2.153 -2.544  0.251
H -2.191 1.018 -2.318  0.234
H 0.807 0.658 -4.319  0.419
H 1.678 -0.371 -3.166  0.302
H 1.437 1.337 -2.799  0.151
H -0.704 -1.330 -4.076  0.461
H -1.834 -1.228 -2.752  0.532
H 0.666 -2.853 -2.943  0.668
H -0.725 -3.061 -1.914  0.243
H 5.426 -4.043 0.038  0.514
O 0.995 1.488 -0.444  0.543
C 1.433 2.631 0.112  -0.006
C 2.516 3.298 -0.434  -0.704
C 2.973 4.462 0.162  -0.810
C 2.329 4.976 1.285  -0.929
C 1.254 4.295 1.827  -1.018
C 0.802 3.106 1.253  1.066
C -0.243 2.282 1.884  -0.047
N -0.475 0.986 1.673  0.575
C -1.401 0.605 2.635  -0.721
C -1.744 1.668 3.395  -1.065
N -1.006 2.721 2.905  -0.106
H 3.001 2.879 -1.306  0.482
H 3.840 4.966 -0.243  0.450
H 2.670 5.897 1.736  0.415
H 0.781 4.686 2.719  0.339
H -1.746 -0.408 2.729  0.770
H -2.430 1.772 4.217  0.471
H -1.057 3.673 3.227  0.205
N 1.431 -1.041 1.686  -0.639
H 2.372 -0.658 1.703  0.228
H 1.506 -2.045 1.810  0.206
H 0.937 -0.655 2.483  0.265
N -1.820 -0.945 -0.222  0.043
C -3.011 -0.864 0.585  -0.207
C -3.841 0.238 0.479  0.067
C -5.006 0.296 1.231  -0.843
C -5.337 -0.742 2.091  -0.554
C -4.493 -1.839 2.199  -0.748
C -3.331 -1.904 1.443  0.066
H -1.593 -1.918 -0.397  0.178
H -1.988 -0.479 -1.104  -0.345
H -3.574 1.057 -0.182  0.390
H -5.662 1.151 1.136  0.407
H -6.244 -0.694 2.678  0.425
H -4.743 -2.655 2.864  0.403
H -2.668 -2.760 1.525  0.478

5.
DFT (ωB97M-V/def2-TZVPD) results for a cluster of 6 separate species, C15H43F3N4O8S in total at a distorted geometry.

Output
- Calculated total energy: -57573.7239 eV
- HOMO: -7.283 eV

Each line ends with the Mulliken charge.
Positions of all 74 atoms, in Å:
N 4.555 19.987 -9.094  -0.455
H 3.925 20.557 -8.548  0.313
H 4.132 19.230 -9.612  0.385
H 5.086 19.486 -8.397  0.373
H 5.080 20.651 -9.646  0.358
C -0.657 13.971 -11.693  0.586
F -0.957 12.707 -12.069  -0.232
F -0.409 14.621 -12.841  -0.229
F -1.692 14.504 -11.056  -0.224
S 0.946 13.887 -10.607  1.062
O 1.715 12.873 -11.362  -0.654
O 1.548 15.252 -10.701  -0.671
O 0.532 13.420 -9.275  -0.638
C 5.034 19.497 -16.499  -0.347
C 4.904 18.102 -15.843  -0.259
O 5.864 17.197 -16.477  -0.509
O 4.275 19.524 -17.748  -0.534
H 6.056 19.750 -16.781  0.271
H 4.727 20.375 -15.930  0.276
H 3.895 17.690 -15.861  0.292
H 5.204 18.227 -14.802  0.230
H 6.734 17.595 -16.402  0.288
H 4.729 19.152 -18.507  0.291
C -0.144 23.392 -8.125  -1.357
C -0.329 22.519 -6.845  0.455
C -1.181 21.260 -7.279  -0.813
O -1.354 20.531 -6.055  -0.356
C -0.849 19.175 -6.142  -0.724
N 1.001 22.127 -6.437  -0.596
H 0.222 22.788 -8.956  0.307
H 0.547 24.212 -7.926  0.354
H -1.065 23.858 -8.476  0.369
H -0.846 23.076 -6.063  0.274
H -0.658 20.772 -8.101  0.389
H -2.149 21.588 -7.658  0.379
H 0.174 19.062 -6.502  0.288
H -1.474 18.588 -6.814  0.327
H -0.821 18.718 -5.153  0.271
H 0.834 21.524 -5.643  0.225
H 1.596 22.877 -6.116  0.228
C 6.227 15.433 -3.141  -1.405
C 5.370 16.666 -3.501  0.357
C 4.858 17.408 -2.236  -0.710
O 4.075 18.620 -2.445  -0.302
C 3.460 19.256 -1.282  -0.763
N 6.077 17.494 -4.485  -0.611
H 6.998 15.698 -2.418  0.343
H 6.664 15.039 -4.059  0.440
H 5.631 14.613 -2.740  0.354
H 4.597 16.277 -4.164  0.228
H 5.713 17.758 -1.658  0.341
H 4.262 16.684 -1.679  0.360
H 3.010 18.592 -0.544  0.304
H 2.587 19.853 -1.544  0.269
H 4.101 19.926 -0.709  0.302
H 6.789 18.035 -4.016  0.256
H 6.619 16.755 -4.909  0.243
C 11.139 21.319 -11.550  -1.358
C 9.617 21.459 -11.280  0.252
C 9.006 22.789 -11.820  -0.840
O 7.634 23.023 -11.743  -0.289
C 7.231 24.230 -12.357  -0.740
N 8.995 20.317 -11.928  -0.651
H 11.421 21.101 -12.580  0.389
H 11.435 20.431 -10.991  0.392
H 11.672 22.166 -11.117  0.354
H 9.361 21.452 -10.220  0.357
H 9.402 22.739 -12.835  0.321
H 9.510 23.641 -11.365  0.397
H 7.447 24.267 -13.424  0.324
H 7.786 25.071 -11.940  0.317
H 6.149 24.340 -12.284  0.232
H 9.272 19.470 -11.452  0.260
H 9.450 20.267 -12.828  0.286

6.
DFT (ωB97M-V/def2-TZVPD) results for an isolated molecule of C4H5NO at a distorted geometry.

Output
- Calculated total energy: -7765.3055 eV
- HOMO: -10.527 eV

Each line ends with the Mulliken charge.
Positions of all 11 atoms, in Å:
N 3.121 0.950 1.313  -0.392
C 2.147 0.833 0.696  0.160
C 0.956 0.633 -0.081  -0.154
C -0.193 0.225 0.465  -0.192
C -1.356 -0.224 -0.374  -0.466
O -1.366 -1.639 -0.402  -0.502
H 1.048 0.784 -1.155  0.301
H -0.267 0.073 1.540  0.320
H -2.312 0.076 0.064  0.293
H -1.293 0.207 -1.385  0.283
H -0.484 -1.919 -0.681  0.351

7.
DFT (ωB97M-V/def2-TZVPD) results for a cluster of 3 separate species, C28H44Cl2N2O5 in total at a distorted geometry.

Output
- Calculated total energy: -67994.6566 eV
- Charge: +2
- HOMO: -13.354 eV

Each line ends with the Mulliken charge.
Positions of all 81 atoms, in Å:
C 3.181 2.346 1.300  -0.538
O 2.334 1.955 2.380  -0.389
C 1.894 0.599 2.263  -0.578
C 0.486 0.467 1.544  0.812
C -0.665 -0.121 2.459  -1.018
C -1.515 -1.260 1.773  -0.364
C -2.436 -0.745 0.596  -0.051
C -2.433 -1.721 -0.668  -1.105
N -1.009 -1.703 -1.178  0.304
C -0.557 -0.530 -1.733  -0.381
C 0.824 -0.479 -2.186  -0.642
C 1.704 -1.671 -2.044  0.900
C 3.167 -1.552 -2.494  0.601
C 3.955 -2.603 -3.136  -0.907
C 5.357 -2.298 -3.452  0.179
N 5.935 -1.079 -3.174  0.235
C 7.363 -0.800 -3.539  -0.796
Cl 8.520 -1.992 -2.849  -0.034
C 7.480 -0.618 -5.113  0.215
C 8.909 0.043 -5.392  -1.111
Cl 7.423 -2.177 -6.029  -0.125
C 5.231 -0.054 -2.559  -0.186
C 3.843 -0.255 -2.211  -0.675
C 1.126 -2.890 -1.478  -0.797
C -0.278 -2.848 -1.048  -0.079
H 2.534 2.487 0.379  0.185
H 4.008 1.611 1.099  0.231
H 3.647 3.337 1.563  0.288
H 1.920 0.103 3.276  0.334
H 2.669 0.052 1.641  0.279
H 0.175 1.505 1.223  0.350
H 0.625 -0.183 0.635  -0.725
H -1.373 0.705 2.765  0.211
H -0.222 -0.492 3.430  0.525
H -2.220 -1.639 2.572  0.036
H -0.870 -2.143 1.503  0.335
H -3.506 -0.732 0.963  0.380
H -2.220 0.306 0.265  0.247
H -2.760 -2.758 -0.407  0.349
H -3.083 -1.309 -1.492  0.351
H -1.216 0.369 -1.835  0.432
H 1.293 0.417 -2.649  0.595
H 3.504 -3.598 -3.357  0.436
H 5.949 -3.114 -3.930  0.411
H 7.630 0.201 -3.099  0.396
H 6.673 0.099 -5.409  0.430
H 9.607 -0.782 -5.711  0.351
H 9.319 0.502 -4.452  0.320
H 8.822 0.797 -6.221  0.324
H 5.685 0.935 -2.307  0.382
H 3.259 0.551 -1.714  0.206
H 1.765 -3.794 -1.377  0.452
H -0.684 -3.792 -0.610  0.389
O -4.503 0.537 3.106  -0.524
C -4.470 0.024 4.200  0.835
O -4.199 -1.287 4.311  -0.296
C -4.005 -1.969 5.563  -0.478
C -5.329 -2.330 6.204  -1.053
C -4.811 0.819 5.430  -1.255
H -3.360 -1.386 6.223  0.414
H -3.459 -2.884 5.328  0.335
H -5.925 -1.445 6.429  0.286
H -5.169 -2.881 7.132  0.372
H -5.923 -2.946 5.526  0.323
H -5.895 0.923 5.496  0.314
H -4.358 1.806 5.341  0.327
H -4.435 0.388 6.355  0.410
O -3.054 5.448 -1.513  -0.558
C -3.825 4.526 -1.480  0.751
O -4.599 4.335 -0.398  -0.358
C -5.635 3.349 -0.314  -0.737
C -5.062 1.988 0.022  -0.453
C -3.873 3.528 -2.610  -0.641
H -6.238 3.343 -1.225  0.403
H -6.297 3.668 0.491  0.329
H -4.364 1.641 -0.746  -0.033
H -5.857 1.247 0.122  0.413
H -4.502 2.033 0.958  0.312
H -3.028 2.845 -2.517  -0.055
H -3.797 4.070 -3.553  0.317
H -4.796 2.954 -2.657  0.328

8.
DFT (ωB97M-V/def2-TZVPD) results for an isolated molecule of C27H33N5O3.

Output
- Calculated total energy: -42128.2246 eV
- HOMO: -7.932 eV

Each line ends with the Mulliken charge.
Positions of all 68 atoms, in Å:
C -5.972 -1.436 -1.150  -1.527
C -4.474 -1.156 -1.126  0.543
C -3.665 -2.397 -0.762  -0.519
C -2.162 -2.076 -0.690  -0.832
N -1.299 -3.169 -0.313  0.814
C -0.979 -4.123 -1.354  -0.768
C 0.224 -3.661 -2.176  -1.018
C -1.451 -3.690 1.022  -1.111
C -0.093 -3.661 1.753  -0.921
N 0.419 -2.314 1.734  -0.044
C 1.427 -1.945 0.914  0.106
O 2.256 -2.711 0.462  -0.646
C 1.413 -0.476 0.618  0.731
N 0.230 0.064 0.686  -0.717
N 0.013 1.332 0.338  0.200
C -1.357 1.699 0.406  -0.267
C -2.125 1.236 1.471  0.114
C -3.469 1.524 1.531  -0.527
C -4.078 2.281 0.527  0.700
O -5.412 2.497 0.675  -0.450
C -6.089 3.229 -0.318  -0.887
C -3.305 2.747 -0.531  -0.428
C -1.954 2.453 -0.592  -0.942
C 0.984 2.245 -0.060  0.677
O 0.703 3.408 -0.320  -0.757
C 2.296 1.648 -0.098  -0.955
C 2.527 0.296 0.205  1.556
C 3.931 0.081 0.050  0.891
C 4.770 -1.022 0.198  -0.503
C 6.117 -0.853 -0.032  -0.817
C 6.643 0.386 -0.408  -0.576
C 5.835 1.491 -0.568  -0.652
C 4.473 1.332 -0.337  -0.376
N 3.468 2.260 -0.422  -0.077
C 3.645 3.638 -0.786  -1.140
H -6.309 -1.778 -0.174  0.347
H -6.207 -2.206 -1.882  0.387
H -6.526 -0.537 -1.406  0.401
H -4.155 -0.793 -2.107  0.362
H -4.263 -0.367 -0.400  -0.360
H -3.839 -3.179 -1.504  0.325
H -4.004 -2.777 0.204  0.320
H -1.829 -1.717 -1.667  0.334
H -2.008 -1.258 0.022  -0.062
H -1.837 -4.290 -2.023  0.329
H -0.735 -5.080 -0.887  0.481
H 0.477 -4.409 -2.923  0.454
H 0.007 -2.724 -2.683  0.257
H 1.081 -3.507 -1.526  0.115
H -1.844 -4.716 1.036  0.375
H -2.147 -3.057 1.579  0.458
H -0.210 -4.006 2.785  0.419
H 0.637 -4.291 1.240  0.401
H -0.260 -1.586 1.913  0.313
H -1.656 0.654 2.248  0.372
H -4.078 1.173 2.349  0.420
H -6.027 2.736 -1.293  0.324
H -5.702 4.250 -0.400  0.354
H -7.130 3.265 0.002  0.245
H -3.741 3.334 -1.323  0.420
H -1.367 2.816 -1.419  0.448
H 4.356 -1.979 0.470  0.577
H 6.786 -1.693 0.076  0.414
H 7.706 0.477 -0.579  0.395
H 6.245 2.445 -0.863  0.455
H 4.075 3.712 -1.787  0.348
H 4.314 4.132 -0.078  0.352
H 2.675 4.130 -0.770  0.346